(a)
CH7N4 | wB97M-V/def2-TZVPD

Geometry (Å):
N1 -2.456 0.006 -0.046
N2 0.036 -1.295 -0.146
N3 1.001 -0.729 0.148
N4 2.914 0.427 -0.302
C1 2.129 -0.334 0.462
H1 -2.960 -0.585 -0.789
H2 -1.034 -0.847 0.052
H3 -3.134 0.423 0.590
H4 2.840 0.286 -1.365
H5 2.533 -0.850 1.389
H6 3.851 0.517 0.155
H7 -1.891 0.738 -0.576

Its total charge is +1.



(b)
CH7N4 | wB97M-V/def2-TZVPD

Geometry (Å):
N1 1.221 -0.099 1.391
N2 -0.734 -1.052 0.365
N3 -0.727 0.720 -1.737
N4 0.063 0.055 0.647
C1 0.267 0.817 -0.928
H1 -0.955 -0.281 -1.802
H2 0.897 1.779 -0.798
H3 -1.491 -1.086 1.025
H4 1.502 -0.900 1.793
H5 1.309 0.585 2.148
H6 -0.309 -2.002 0.378
H7 -1.042 1.465 -2.482

Its total charge is +1. As for the structure (SMILES): NC=[N+](N)N.



Verdict on stability: (a) comes out on top.



(a)
H12NaO6 | wB97M-V/def2-TZVPD

Geometry (Å):
Na1 -0.042 -0.051 -0.030
O1 -1.560 -2.093 -0.498
O2 -2.465 0.234 1.201
O3 1.084 -0.198 2.217
O4 0.021 0.859 -2.285
O5 1.475 -1.584 -1.117
O6 1.016 2.480 0.315
H1 0.552 1.644 -2.134
H2 0.029 0.742 -3.240
H3 0.742 -0.312 3.108
H4 2.329 -1.228 -1.383
H5 -1.104 -2.906 -0.733
H6 -3.336 0.052 1.567
H7 -1.883 0.247 1.967
H8 1.197 2.896 -0.533
H9 1.111 -1.969 -1.919
H10 -2.137 -2.331 0.234
H11 1.079 3.209 0.940
H12 1.894 0.310 2.321

Its total charge is +1.



(b)
H12NaO6 | wB97M-V/def2-TZVPD

Geometry (Å):
Na1 -19.072 -18.496 21.982
O1 -17.710 -16.267 21.870
O2 -18.965 -19.841 24.109
O3 -19.907 -17.102 24.089
O4 -20.192 -17.026 20.254
O5 -21.470 -18.743 22.267
O6 -18.655 -19.934 19.966
H1 -21.038 -16.925 20.709
H2 -19.519 -20.633 24.165
H3 -21.881 -19.596 22.460
H4 -18.224 -20.017 24.709
H5 -18.889 -20.008 19.033
H6 -19.736 -16.395 24.724
H7 -17.115 -15.584 21.534
H8 -17.910 -20.538 20.086
H9 -21.889 -18.115 22.874
H10 -19.793 -17.940 24.570
H11 -19.936 -16.140 19.973
H12 -17.404 -16.410 22.777

Its total charge is +1.



Verdict on stability: (b) comes out on top.



(a)
C4H14NO2 | wB97M-V/def2-TZVPD

Geometry (Å):
O1 2.038 -0.795 0.357
O2 -0.250 -1.440 -0.236
N1 0.331 -2.026 -3.275
C1 1.024 1.671 1.296
C2 -0.222 0.899 1.693
C3 -1.463 1.471 1.104
C4 -2.193 0.814 0.162
H1 -3.134 1.235 -0.247
H2 -1.775 2.494 1.383
H3 -0.120 -0.107 1.261
H4 -0.397 -2.371 -3.841
H5 0.910 -1.301 -3.724
H6 1.029 2.755 1.596
H7 1.073 -1.175 0.004
H8 -0.013 -1.712 -2.344
H9 1.247 1.610 0.245
H10 -0.306 0.856 2.760
H11 2.728 -1.510 0.192
H12 1.917 1.214 1.718
H13 -1.849 -0.178 -0.177
H14 -0.574 -2.403 0.075

Its total charge is +1.



(b)
C4H14NO2 | wB97M-V/def2-TZVPD

Geometry (Å):
O1 -2.146 1.651 -1.763
O2 1.090 1.319 -2.455
N1 -0.400 0.150 -0.127
C1 -0.421 -0.641 1.152
C2 2.025 -0.956 1.005
C3 0.865 -0.487 1.910
C4 -1.421 -1.483 1.396
H1 0.916 1.013 -3.355
H2 2.193 -0.391 0.052
H3 2.948 -0.802 1.492
H4 0.529 0.421 -0.564
H5 1.868 -2.021 0.876
H6 -0.915 1.011 -0.101
H7 -0.895 -0.358 -0.999
H8 -2.826 2.228 -1.424
H9 -2.187 1.677 -2.726
H10 0.764 2.222 -2.609
H11 -2.431 -1.571 0.871
H12 0.934 -1.266 2.707
H13 0.841 0.477 2.417
H14 -1.333 -2.193 2.246

Its total charge is +1.



(c)
C4H14NO2 | wB97M-V/def2-TZVPD

Geometry (Å):
O1 0.547 -3.121 -2.618
O2 -2.713 -0.451 1.962
N1 -0.572 -0.368 -0.466
C1 0.322 0.233 0.636
C2 1.916 2.107 1.233
C3 -0.230 -0.578 -1.653
C4 0.651 1.681 0.318
H1 0.324 -3.232 -3.546
H2 -0.289 0.159 1.546
H3 -0.279 -3.407 -2.251
H4 1.099 -0.460 0.669
H5 1.593 1.697 2.307
H6 2.307 3.154 1.413
H7 -2.882 0.311 2.602
H8 0.653 -1.155 -1.664
H9 -0.825 -0.737 -2.507
H10 -1.576 -0.720 -0.185
H11 -0.131 2.532 0.385
H12 -3.604 -0.777 1.898
H13 0.971 1.760 -0.804
H14 2.718 1.373 0.725

Its total charge is +1.



Verdict on stability: (b) comes out on top.



(a)
C4H14NO2 | wB97M-V/def2-TZVPD

Geometry (Å):
O1 1.498 0.813 -1.716
O2 2.251 -1.236 0.580
N1 0.106 0.489 0.775
C1 0.086 0.836 -1.708
C2 -1.078 -0.167 1.432
C3 -1.628 -1.302 0.600
C4 -0.279 1.422 -0.350
H1 0.820 -0.208 0.458
H2 -0.266 1.505 -2.465
H3 -1.325 1.685 -0.232
H4 2.188 -1.854 -0.161
H5 0.317 2.320 -0.293
H6 -2.304 -0.958 -0.171
H7 -2.215 -1.937 1.256
H8 0.575 1.060 1.469
H9 -0.775 -0.428 2.447
H10 -1.819 0.620 1.560
H11 1.873 0.632 -2.583
H12 -0.364 -0.154 -1.849
H13 -0.850 -1.931 0.164
H14 3.190 -1.207 0.787

Its total charge is +1.



(b)
C4H14NO2 | wB97M-V/def2-TZVPD

Geometry (Å):
O1 1.881 -0.260 -1.877
O2 -0.988 2.069 -1.510
N1 0.774 1.539 0.727
C1 0.068 -0.684 1.402
C2 -0.925 -1.718 1.038
C3 -0.506 0.720 1.046
C4 -0.807 -2.727 0.179
H1 -1.140 1.218 1.773
H2 0.248 -0.580 2.495
H3 -1.040 0.602 0.105
H4 -1.192 2.991 -1.328
H5 -1.920 -1.577 1.487
H6 1.126 1.880 1.619
H7 -1.653 -3.352 -0.076
H8 1.528 -1.077 -2.208
H9 1.485 1.005 0.222
H10 0.024 -3.030 -0.440
H11 1.032 -0.917 0.950
H12 -1.465 1.815 -2.286
H13 2.414 0.093 -2.575
H14 0.563 2.373 0.181

Its total charge is +1.



(c)
C4H14NO2 | wB97M-V/def2-TZVPD

Geometry (Å):
O1 -1.584 1.119 1.901
O2 -3.493 -1.672 0.474
N1 -0.598 -0.024 -0.494
C1 1.894 0.178 0.188
C2 2.639 0.255 -1.097
C3 2.506 1.239 -1.984
C4 0.589 -0.738 0.253
H1 1.798 2.115 -1.952
H2 -4.359 -1.897 0.854
H3 0.021 -0.835 1.151
H4 -1.260 -0.712 -0.899
H5 -2.896 -2.123 1.087
H6 1.735 1.150 0.626
H7 3.122 1.085 -2.860
H8 -2.290 1.683 1.591
H9 3.291 -0.599 -1.184
H10 -2.087 0.298 2.209
H11 0.648 -1.695 -0.401
H12 -0.080 0.636 -1.109
H13 2.473 -0.467 0.837
H14 -1.087 0.352 0.343

Its total charge is +1.



Verdict on stability: (a) comes out on top.